## one
The following is a DFT calculation (ωB97M-V/def2-TZVPD) of one molecule with the formula C2H7NO.

Properties
SMILES   CNCO
Kohn-Sham gap   0.3857 Eh
Multiplicity   1

The geometry in XYZ format:
```
11
Properties=species:S:1:pos:R:3:mulliken_charge:R:1
O -1.132 1.148 -0.019 -0.520
H -1.434 1.290 -0.918 0.310
C 1.542 -0.225 0.273 -0.857
C -0.848 -0.220 0.132 -0.429
N 0.404 -0.667 -0.498 -0.403
H 1.438 -0.421 1.356 0.304
H 2.436 -0.867 0.275 0.352
H 1.731 0.839 0.159 0.282
H -0.916 -0.387 1.222 0.352
H -1.617 -0.868 -0.323 0.351
H 0.274 -1.665 -0.334 0.256
```

## two
The following is a DFT calculation (ωB97M-V/def2-TZVPD) of one molecule with the formula C2H7NO.

Properties
SMILES   CCON
Kohn-Sham gap   0.3523 Eh
Multiplicity   1

The geometry in XYZ format:
```
11
Properties=species:S:1:pos:R:3:mulliken_charge:R:1
C 0.913 0.986 0.703 -0.932
C 0.347 -0.060 -0.196 -0.275
N -2.015 -1.246 -0.117 -0.395
O -1.062 -0.724 0.624 -0.300
H 0.066 1.629 0.722 0.265
H 1.290 0.602 1.774 0.229
H 1.757 1.571 0.388 0.360
H 1.075 -0.905 -0.423 0.262
H -0.100 0.264 -1.016 0.340
H -1.750 -2.125 -0.584 0.221
H -2.564 -0.748 -0.869 0.226
```

Most stable structure, least stable structure: one, two.

## one
The following is a DFT calculation (ωB97M-V/def2-TZVPD) of one molecule with the formula C2H3ClO2.

Properties
SMILES   O=C(Cl)CO
Kohn-Sham gap   0.3930 Eh
Multiplicity   1

The geometry in XYZ format:
```
8
Properties=species:S:1:pos:R:3:mulliken_charge:R:1
C -1.169 -1.592 -0.056 0.514
C -0.395 -0.033 -0.146 -0.401
O -2.315 -1.718 0.222 -0.437
O 0.880 -0.009 -0.782 -0.481
Cl -0.017 -2.751 -0.450 -0.137
H -0.433 0.267 0.823 0.322
H -1.239 0.557 -0.636 0.304
H 1.527 -0.344 -0.215 0.316
```

## two
The following is a DFT calculation (ωB97M-V/def2-TZVPD) of one molecule with the formula C2H3ClO2.

Properties
SMILES   O[C@@]1(Cl)CO1
Kohn-Sham gap   0.3646 Eh
Multiplicity   1

The geometry in XYZ format:
```
8
Properties=species:S:1:pos:R:3:mulliken_charge:R:1
C -0.187 0.750 -0.046 -0.432
C 1.299 -0.207 0.238 0.513
O 0.482 0.363 1.223 -0.351
O 1.196 -1.608 -0.021 -0.466
Cl 2.850 0.328 -0.110 -0.148
H -0.078 1.754 -0.284 0.285
H -1.038 0.223 -0.291 0.246
H 0.591 -1.898 0.816 0.354
```

## three
The following is a DFT calculation (ωB97M-V/def2-TZVPD) of one molecule with the formula C2H3ClO2.

Properties
SMILES   O=C(O)CCl
Kohn-Sham gap   0.4147 Eh
Multiplicity   1

The geometry in XYZ format:
```
8
Properties=species:S:1:pos:R:3:mulliken_charge:R:1
C -0.480 -0.217 0.520 0.528
C 0.000 0.336 -0.845 -0.562
H 0.411 -0.867 2.157 0.340
H -0.238 1.423 -0.891 0.303
H -0.399 0.180 -1.664 0.458
O 0.604 -0.526 1.281 -0.432
O -1.600 -0.337 0.759 -0.443
Cl 1.703 0.009 -1.317 -0.193
```

Most stable structure, least stable structure: three, two.

## one
The following is a DFT calculation (ωB97M-V/def2-TZVPD) of a 2-piece molecular cluster, C5H8Cl2S overall.

Properties
Kohn-Sham gap (spin up / spin down)   0.3089 / 0.2633 Eh
Multiplicity   1

The geometry in XYZ format:
```
16
Properties=species:S:1:pos:R:3:mulliken_charge:R:1
C 1.687 -2.021 2.045 -0.576
C 0.852 -1.792 1.069 0.106
C -1.186 1.124 -1.080 -1.088
C -0.239 1.315 0.088 -0.251
C 1.690 -0.283 -0.986 -0.171
S 1.524 1.326 -0.393 -0.065
Cl -0.648 -2.461 0.716 -0.151
Cl 3.268 -0.860 -1.245 -0.132
H 1.488 -2.722 2.850 0.262
H 2.628 -1.501 2.091 0.240
H -2.201 1.373 -0.776 0.357
H -0.905 1.775 -1.907 0.320
H -1.180 0.093 -1.424 0.275
H -0.339 0.525 0.833 0.222
H -0.388 2.287 0.557 0.348
H 0.935 -0.690 -1.635 0.304
```

## two
The following is a DFT calculation (ωB97M-V/def2-TZVPD) of one molecule with the formula C5H8Cl2S.

Properties
SMILES   C[C@H](CCl)C(=S)CCl
Kohn-Sham gap   0.3117 Eh
Multiplicity   1

The geometry in XYZ format:
```
16
Properties=species:S:1:pos:R:3:mulliken_charge:R:1
C 0.961 1.167 1.146 -1.634
C 0.181 0.115 0.501 0.847
C 1.069 -1.078 0.109 -0.759
C -0.832 0.609 -0.524 -0.043
C -1.664 -0.499 -1.208 -0.590
H 0.298 1.914 1.599 0.377
H 1.418 1.748 0.317 0.387
H 1.746 0.849 1.855 0.368
H -0.440 -0.281 1.315 0.190
H 1.756 -1.269 0.968 0.393
H 0.583 -2.051 -0.126 0.375
H -2.346 -0.005 -1.956 0.377
H -1.005 -1.195 -1.654 0.311
S -1.065 2.132 -1.015 -0.232
Cl 2.155 -0.840 -1.222 -0.178
Cl -2.817 -1.318 -0.105 -0.187
```

Most stable structure, least stable structure: two, one.

## one
The following is a DFT calculation (ωB97M-V/def2-TZVPD) of an isolated ion of composition C7H10N and charge +1.

Properties
⟨S²⟩   2.0192
Total charge   +1
Kohn-Sham gap (spin up / spin down)   0.2120 / 0.3458 Eh
Multiplicity   3

The geometry in XYZ format:
```
18
Properties=species:S:1:pos:R:3:lowdin_spin:R:1
C 3.584 -0.518 0.138 0.411
C 2.468 -1.116 -0.019 0.100
C 1.330 -0.549 -0.245 0.296
C 2.534 0.521 -0.182 0.053
C -0.857 -1.304 -0.131 0.613
C -2.382 -1.115 0.027 0.084
C -0.335 1.064 0.115 0.022
N 0.000 -0.281 -0.230 0.305
H 4.656 -0.380 0.084 0.020
H 2.479 1.291 0.566 0.003
H 2.589 1.025 -1.131 0.002
H -0.519 -2.271 -0.341 0.040
H -2.864 -1.892 0.591 0.009
H -2.880 -1.053 -0.838 0.023
H -2.448 -0.134 0.526 0.005
H -0.953 1.173 1.013 0.010
H -0.966 1.491 -0.616 0.004
H 0.450 1.704 0.338 0.000
```

## two
The following is a DFT calculation (ωB97M-V/def2-TZVPD) of an isolated ion of composition C7H10N and charge +1.

Properties
⟨S²⟩   2.0496
Total charge   +1
Kohn-Sham gap (spin up / spin down)   0.2709 / 0.2990 Eh
Multiplicity   3

The geometry in XYZ format:
```
18
Properties=species:S:1:pos:R:3:lowdin_spin:R:1
C 1.327 -0.231 -0.577 0.296
C 0.677 -1.462 -0.943 0.180
C 0.832 0.775 0.232 0.108
C -1.417 1.582 0.997 0.041
C -0.513 -1.917 -0.645 0.802
C 1.855 1.855 0.643 0.011
C -1.808 -2.352 -0.887 0.172
N -0.456 1.192 0.374 0.188
H 2.374 -0.179 -0.590 0.013
H 1.419 -2.132 -1.099 0.030
H -1.562 1.310 2.004 0.016
H -2.214 2.178 0.547 0.013
H 1.989 2.647 -0.098 0.003
H 2.747 1.296 0.949 0.002
H 1.485 2.369 1.611 0.000
H -2.163 -2.426 -1.915 0.020
H -2.492 -1.441 -0.436 0.085
H -2.079 -3.065 -0.167 0.021
```

Most stable structure, least stable structure: two, one.